No. 1
ORCA calculation (ωB97M-V/def2-TZVPD) on 5 unconnected molecules or ions with the total composition C14H38IN2O6 in a non-equilibrium geometry.

The geometry in XYZ format:
```
61
C14H38IN2O6 ωB97M-V/def2-TZVPD
I -1.7949 1.6904 2.2852
C 0.9315 4.8931 1.3193
O -0.4880 4.9977 1.2252
H 1.2634 3.9071 0.9941
H 1.4172 5.6042 0.6510
H 1.2031 4.9760 2.3716
H -0.9202 4.1743 1.4635
C -0.7892 3.6237 6.0215
O -0.8889 2.2401 5.9487
H 0.0093 3.9881 5.3752
H -1.6528 4.0193 5.4869
H -0.7734 3.9813 7.0510
H -1.1628 1.9865 5.0643
C -3.1519 -1.0723 -2.7301
O -2.5805 -1.3915 -1.4980
C -3.3151 -1.0309 -0.3465
C -2.6748 -1.7281 0.8710
N -1.2157 -1.5332 1.0568
C -0.6407 -2.5921 1.9419
C 0.8589 -2.5697 1.8987
O 1.3410 -2.8380 0.6112
C 2.6816 -3.1577 0.6261
H -2.4203 -0.7735 -3.4808
H -3.8116 -0.2059 -2.6836
H -3.7177 -1.9541 -3.0309
H -4.3154 -1.4638 -0.3344
H -3.3666 0.0477 -0.1975
H -2.7653 -2.7869 0.6284
H -3.1847 -1.5006 1.8071
H -1.2879 -0.6183 1.4784
H -0.9428 -3.6035 1.6701
H -0.9638 -2.4325 2.9706
H 1.3300 -3.2832 2.5747
H 1.2021 -1.5991 2.2569
H 2.9427 -3.6236 -0.3240
H 2.8738 -3.9675 1.3300
H 3.2961 -2.2892 0.8634
C 3.1216 -1.4675 -2.2705
O 2.0868 -0.9654 -1.4049
C 2.3902 0.2565 -0.7845
C 1.0827 0.8093 -0.1619
N -0.1711 0.4480 -0.9235
C -0.2395 1.3219 -2.1698
C 0.2272 0.5318 -3.4059
O 0.0001 -0.8207 -3.1891
C 0.2648 -1.6550 -4.2507
H 3.2732 -0.8544 -3.1589
H 3.1930 -2.5233 -2.5315
H 4.0870 -1.3254 -1.7847
H 2.7623 1.0520 -1.4301
H 3.1555 -0.1091 -0.0999
H 1.1129 1.8968 -0.2289
H 0.9312 0.5981 0.8966
H -0.8890 0.7824 -0.2966
H 0.2270 2.3035 -2.0858
H -1.2909 1.5776 -2.3014
H 1.2594 0.8228 -3.6010
H -0.2846 0.9199 -4.2865
H 0.0843 -2.7282 -4.1888
H 1.3434 -1.6607 -4.4073
H -0.2529 -1.3255 -5.1515
```

HOMO level (spin up / spin down) in hartree: 0.1069 / -0.1070
Energy relative to the best compared isomer or geometry (same formula, charge and spin) in kcal per mole: 0.6
Largest force on an atom in eV Å⁻¹: 2.68
Multiplicity: 2
LUMO level (spin up / spin down) in eV: 4.54 / 4.51
Total charge: -2
M in g/mol: 457.370

Just the natural (NBO) charges please, in e? Sure, here they are: -0.921, -0.250, -0.769, 0.178, 0.162, 0.154, 0.503, -0.245, -0.755, 0.159, 0.166, 0.159, 0.502, -0.237, -0.532, -0.062, -0.230, -0.637, -0.234, -0.055, -0.537, -0.296, 0.198, 0.148, 0.150, 0.143, 0.178, 0.173, 0.168, 0.387, 0.182, 0.161, 0.144, 0.157, 0.191, 0.134, 0.156, -0.749, -0.590, -0.086, -0.240, -0.569, -0.248, -0.072, -0.538, -0.391, 0.145, 0.167, 0.138, 0.147, 0.167, 0.147, 0.207, 0.368, 0.161, 0.177, 0.151, 0.141, 0.182, 0.162, 0.133



No. 2
ORCA calculation (ωB97M-V/def2-TZVPD) on 10 unconnected molecules or ions with the total composition C7H34O10 in a non-equilibrium geometry.

The geometry in XYZ format:
```
51
C7H34O10 ωB97M-V/def2-TZVPD
O 0.0944 0.1168 -0.1660
H -0.0032 -0.8484 -0.1567
H -0.8085 0.4580 -0.2174
O -2.6115 0.7562 1.5870
H -2.6381 0.8807 0.6331
H -3.4887 1.0092 1.9014
O -0.0445 1.3910 3.0589
H 0.2623 2.0287 2.3915
H -0.8666 1.0733 2.6628
O 1.0844 -1.1751 3.3796
H 0.6458 -0.3512 3.1531
H 0.7748 -1.3854 4.2672
O 2.4759 0.3245 -1.9386
H 3.2636 0.6098 -1.4657
H 1.7846 0.4908 -1.2856
C -1.1148 -4.8546 1.1004
C -0.3256 -3.6004 0.8797
C 0.8226 -3.7164 -0.0584
O -1.1577 -2.5934 0.2606
H -2.0853 -4.6698 1.5983
H -0.5706 -5.5896 1.6984
H -1.3073 -5.3370 0.1409
H -0.0038 -3.1957 1.8476
H 0.4992 -4.1000 -1.0208
H 1.5723 -4.4490 0.2812
H 1.3493 -2.7822 -0.2614
H -1.6698 -2.1241 0.9275
C 0.8027 4.1437 -0.0463
O 0.0269 3.4339 0.9594
H 0.2352 5.0151 -0.3711
H 1.7482 4.4608 0.4186
H 1.0302 3.4442 -0.8329
H -0.8663 3.7771 0.9067
C -0.7935 1.7503 -4.1855
O -0.6544 2.1094 -2.8127
H -1.0341 2.6755 -4.7218
H 0.1151 1.2372 -4.4247
H -1.6527 1.0881 -4.3523
H -0.1072 1.4492 -2.3692
C -2.8949 -0.1953 -1.7673
O -2.5639 1.0244 -1.1136
H -3.1855 -0.9243 -1.0056
H -3.7323 0.0530 -2.4137
H -2.0756 -0.6271 -2.3374
H -2.0498 1.6438 -1.6372
C 3.2921 0.9462 1.3225
O 4.3130 0.9295 0.2777
H 2.4979 1.6702 1.1391
H 2.8737 -0.0510 1.3779
H 3.6917 1.0715 2.3330
H 5.0506 1.5080 0.4575
```

HOMO level in hartree: -0.3812
Energy relative to the best compared isomer or geometry (same formula, charge and spin) in kcal per mole: 59.2
Largest force on an atom in eV Å⁻¹: 1.69
LUMO level in eV: 0.42
Structure (SMILES): CC(C)O.CO.CO.CO.CO.O.O.O.O.O
M in g/mol: 278.339

Just the natural (NBO) charges please, in e? Sure, here they are: -0.993, 0.500, 0.479, -0.991, 0.496, 0.476, -0.987, 0.500, 0.494, -0.978, 0.498, 0.462, -0.981, 0.489, 0.480, -0.625, 0.073, -0.622, -0.765, 0.212, 0.214, 0.206, 0.191, 0.207, 0.214, 0.224, 0.480, -0.250, -0.758, 0.175, 0.177, 0.186, 0.476, -0.247, -0.760, 0.186, 0.194, 0.158, 0.492, -0.255, -0.799, 0.194, 0.175, 0.183, 0.516, -0.264, -0.761, 0.171, 0.204, 0.179, 0.475



No. 3
ORCA calculation (ωB97M-V/def2-TZVPD) on a gas-phase ion, C4H10N3S (charge +1) in a non-equilibrium geometry.

The geometry in XYZ format:
```
18
C4H10N3S ωB97M-V/def2-TZVPD
C -0.5657 -0.6688 -1.8676
C -1.2548 -0.3973 -0.5521
C 0.7899 -0.1539 0.2890
C -1.1465 0.5563 1.6378
N 0.1865 0.0960 -2.4365
N 3.2653 -0.4014 0.6103
N -0.5301 0.4398 0.2975
S 2.1961 0.5806 0.8811
H -0.5542 -1.6944 -2.1471
H -2.2983 -0.0148 -0.7246
H -1.2904 -1.4709 -0.2678
H 0.8715 -0.9777 -0.3590
H -0.5136 1.2481 2.2807
H -2.0830 1.0429 1.5965
H -1.1027 -0.4291 2.1714
H 4.2082 -0.1043 0.8930
H 0.2500 0.9670 -2.2275
H -0.4281 1.3820 -0.0751
```

HOMO level (spin up / spin down) in hartree: -0.4846 / -0.4846
Energy relative to the best compared isomer or geometry (same formula, charge and spin) in kcal per mole: 125.3
Largest force on an atom in eV Å⁻¹: 7.52
LUMO level (spin up / spin down) in eV: -4.69 / -4.69
Total charge: +1
M in g/mol: 132.212

Just the natural (NBO) charges please, in e? Sure, here they are: 0.130, -0.336, -0.494, -0.419, -0.528, -0.942, -0.374, 1.091, 0.189, 0.263, 0.262, 0.249, 0.237, 0.239, 0.257, 0.414, 0.322, 0.439



No. 4
ORCA calculation (ωB97M-V/def2-TZVPD) on a molecular structure, C2H6O.

The geometry in XYZ format:
```
9
C2H6O ωB97M-V/def2-TZVPD
C -1.1546 0.2490 0.1889
O 0.0080 0.8598 0.0835
C 1.0707 0.2770 -0.4300
H -0.1252 -1.1527 0.9651
H -1.9075 0.8408 0.7033
H -1.4614 -0.4272 -0.6091
H 0.9345 -0.4008 -1.2725
H 0.6647 -1.1277 0.7349
H 1.9707 0.8819 -0.3642
```

HOMO level in hartree: -0.2939
Energy relative to the best compared isomer or geometry (same formula, charge and spin) in kcal per mole: 100.6
Largest force on an atom in eV Å⁻¹: 0.29
LUMO level in eV: 0.67
M in g/mol: 46.069

Just the natural (NBO) charges please, in e? Sure, here they are: -0.155, -0.366, -0.151, -0.017, 0.186, 0.166, 0.167, -0.016, 0.187



No. 5
ORCA calculation (ωB97M-V/def2-TZVPD) on 3 unconnected molecules or ions with the total composition C11H11Cl3N2.

The geometry in XYZ format:
```
27
C11H11Cl3N2 ωB97M-V/def2-TZVPD
N 2.0078 -4.9907 3.3762
C 2.6454 -3.8686 3.7013
C 2.8400 -2.8304 2.8055
C 2.3250 -2.9477 1.5247
C 1.6311 -4.0941 1.1942
C 1.5575 -5.1103 2.1325
H 2.9790 -3.8185 4.7312
H 3.4272 -1.9641 3.0840
H 2.4451 -2.1647 0.7868
H 1.2358 -4.2441 0.1991
H 1.0579 -6.0431 1.8933
N -2.1457 5.9411 -0.5458
C -3.2105 5.1563 -0.5522
C -3.2537 3.9234 -1.1755
C -2.1021 3.4905 -1.8168
C -0.9705 4.2881 -1.8195
C -1.0585 5.5196 -1.1787
H -4.0822 5.5319 -0.0249
H -4.1460 3.3144 -1.1694
H -2.0395 2.4871 -2.2232
H -0.0575 3.9544 -2.2909
H -0.2050 6.1893 -1.1326
C -0.0916 -1.4942 -2.2527
Cl -1.2385 -0.2769 -2.8197
Cl 0.3400 -2.6197 -3.5529
Cl -0.7159 -2.3533 -0.8655
H 0.8255 -0.9756 -2.0086
```

HOMO level in hartree: -0.3602
Energy relative to the best compared isomer or geometry (same formula, charge and spin) in kcal per mole: 9.5
Largest force on an atom in eV Å⁻¹: 0.57
LUMO level in eV: 0.42
Structure (SMILES): ClC(Cl)Cl.c1ccncc1.c1ccncc1
M in g/mol: 277.582

Just the natural (NBO) charges please, in e? Sure, here they are: -0.414, 0.031, -0.260, -0.172, -0.261, 0.033, 0.195, 0.219, 0.212, 0.221, 0.192, -0.417, 0.036, -0.261, -0.168, -0.264, 0.037, 0.191, 0.221, 0.213, 0.219, 0.192, -0.289, 0.013, 0.014, 0.040, 0.226



No. 6
ORCA calculation (ωB97M-V/def2-TZVPD) on a molecular structure, C49H62FeN3O4S2Se in a non-equilibrium geometry.

The geometry in XYZ format:
```
122
C49H62FeN3O4S2Se ωB97M-V/def2-TZVPD
Fe 0.0260 0.5574 -0.3653
C -3.2848 -3.9325 -0.0082
C -3.1152 -2.7281 -0.9221
C -3.6725 -3.1662 -2.2754
C -3.7447 -1.4732 -0.3720
C -4.9295 -1.5351 0.3595
C -5.5023 -0.3926 0.9317
C -4.9570 0.8340 0.6714
C -3.7853 0.9607 -0.0909
C -3.3072 2.3883 -0.4517
C -3.3444 3.3527 0.7438
C -4.1472 3.0171 -1.5367
C -3.1274 -0.2014 -0.5433
N -1.8499 -0.1576 -1.1686
C -1.7539 -0.5637 -2.4168
C -0.5711 -0.9739 -3.1045
C -0.6392 -0.9469 -4.5414
C 0.3441 -1.4001 -5.3469
C 1.4480 -2.0640 -4.7246
C 1.6521 -2.0176 -3.3834
C 0.6770 -1.3712 -2.5117
N 0.9106 -1.2132 -1.2217
C 2.0044 -1.8724 -0.6706
C 3.2910 -1.2920 -0.6203
C 4.3608 -2.0440 -0.1600
C 4.2232 -3.3453 0.2207
C 2.9625 -3.9294 0.1582
C 1.8547 -3.1988 -0.2338
C 0.4929 -3.9046 -0.1944
C 0.3631 -5.0092 0.8333
C 0.0614 -4.4735 -1.5779
C 3.5829 0.1557 -0.9569
C 4.2915 0.9094 0.1972
C 4.4203 0.3323 -2.2395
H -2.5418 -4.6967 -0.3160
H -4.2735 -4.3574 -0.1191
H -3.1033 -3.7365 1.0596
H -2.0383 -2.5074 -1.0303
H -4.7655 -3.2721 -2.1810
H -3.2670 -4.1085 -2.5796
H -3.5328 -2.4919 -3.1100
H -5.3126 -2.5256 0.5444
H -6.3732 -0.4570 1.5623
H -5.5483 1.6782 0.9514
H -2.3218 2.3020 -0.8234
H -4.3565 3.4208 1.1823
H -3.0584 4.3475 0.4237
H -2.6638 3.0525 1.5524
H -5.1486 3.2758 -1.2371
H -4.2408 2.3029 -2.3629
H -3.6723 3.9592 -1.8822
H -2.6300 -0.6508 -3.0234
H -1.5000 -0.4988 -4.9991
H 0.3276 -1.3420 -6.4430
H 2.2450 -2.5009 -5.3080
H 2.5367 -2.4217 -2.9218
H 5.3294 -1.5546 -0.2961
H 5.1132 -3.9311 0.5145
H 2.8420 -4.9600 0.4420
H -0.2164 -3.1256 0.1143
H 0.9134 -5.9106 0.5511
H -0.6949 -5.2471 0.8895
H 0.6928 -4.7122 1.8073
H 0.7389 -5.2967 -1.8654
H 0.0538 -3.7581 -2.3917
H -0.9276 -4.9168 -1.4996
H 2.6300 0.6472 -1.0866
H 5.2516 0.4848 0.4468
H 3.6935 1.0640 1.0910
H 4.4930 1.9342 -0.0901
H 5.4206 -0.0963 -2.1618
H 4.5197 1.4026 -2.5388
H 3.9060 -0.1927 -3.0805
O 1.1751 0.0558 1.3549
S 2.1073 -0.7974 2.2284
C 2.5152 0.4522 3.4706
C 1.3609 1.3423 3.9427
C 1.8085 2.8036 3.9766
C 1.1288 3.7211 2.9709
S 1.1558 3.1721 1.2472
O -0.1762 2.5166 1.0585
C 1.1156 4.8326 0.5443
C -0.0561 5.5732 0.5998
C -0.0354 6.8926 0.1862
C 1.1981 7.4231 -0.2100
C 2.3449 6.6746 -0.2839
C 2.3047 5.3500 0.0534
C 1.0155 -1.8474 3.1530
C -0.2589 -2.0668 2.6847
C -1.0980 -2.9272 3.3931
C -0.5586 -3.5550 4.5252
C 0.7041 -3.2541 5.0310
C 1.5136 -2.4246 4.3013
H 3.2593 1.0031 2.8932
H 3.0319 -0.0502 4.2645
H 1.0551 1.0211 4.9549
H 0.5357 1.1916 3.2736
H 2.8752 2.9000 3.9137
H 1.5543 3.1849 4.9623
H 1.6493 4.6645 2.9955
H 0.0772 3.8665 3.1754
H -1.0030 5.0608 0.8883
H -0.9189 7.5188 0.1946
H 1.2765 8.4632 -0.4883
H 3.2496 7.1016 -0.7021
H 3.1478 4.6662 -0.0293
H -0.5893 -1.5286 1.8202
H -2.0958 -3.1270 3.0470
H -1.1783 -4.2271 5.0724
H 1.0421 -3.7542 5.9173
H 2.5300 -2.2146 4.5854
O -1.8244 0.4701 2.3992
H -2.7367 0.5729 2.0085
H -1.3372 1.2740 2.1357
C 1.5003 1.8862 -2.8821
O 0.8211 1.9714 -1.6177
H 2.0432 0.9231 -3.0067
H 2.2172 2.7500 -2.9549
H 0.8200 1.9520 -3.7658
Se -0.5596 3.9423 -2.2821
C -1.4672 2.7512 -3.3353
N -1.9949 1.9249 -3.9281
```

HOMO level (spin up / spin down) in hartree: -0.2488 / -0.2490
Largest force on an atom in eV Å⁻¹: 1.79
Multiplicity: 6
LUMO level (spin up / spin down) in eV: 0.18 / -0.97
M in g/mol: 955.991

Mulliken atomic charge list, values in e, 99 entries: 1.269, -1.500, 3.595, -1.765, 0.574, -0.526, -1.618, -0.052, -0.271, 3.524, -1.566, -1.916, -1.191, 1.479, -1.430, 0.495, -1.035, -1.151, -0.875, -0.516, 0.744, 1.350, -2.048, 1.711, -0.312, -1.462, -0.620, 1.166, 3.001, -2.297, -1.230, 1.980, -1.936, -1.655, 0.384, 0.645, -0.020, -2.014, 0.443, 0.410, 0.285, 0.408, 0.392, 0.390, -2.365, 0.368, 0.401, 0.171, 0.437, 0.448, 0.369, 0.952, 0.438, 0.394, 0.375, 0.541, 0.349, 0.343, 0.383, -1.563, 0.488, 0.423, 0.383, 0.356, 0.125, 0.492, -1.405, 0.232, 0.377, 0.482, 0.340, 0.339, 0.434, 0.351, 0.621, -1.480, 0.906, -1.568, -0.859, 1.112, -0.695, 0.178, 0.101, -0.681, -0.532, -0.693, -0.422, 0.806, 0.217, -0.940, -0.711, -1.010, -0.754, 0.721, 0.833, 0.705, -0.816, 0.437, 0.391



No. 7
ORCA calculation (ωB97M-V/def2-TZVPD) on a single C4H7NO2 molecule.

The geometry in XYZ format:
```
14
C4H7NO2 ωB97M-V/def2-TZVPD
C -2.1677 -0.8085 0.2157
C -0.6669 -0.7460 0.3707
C 0.0136 0.5691 -0.0102
N 1.4197 0.5275 0.2787
C 2.4005 0.7628 -0.6385
O 3.5776 0.5418 -0.4591
O -0.0175 -1.6721 0.8013
H -2.6436 0.1044 0.5889
H -2.5457 -1.6759 0.7599
H -2.4332 -0.9119 -0.8430
H 2.0060 1.2049 -1.5760
H -0.4956 1.3862 0.5232
H -0.1449 0.7591 -1.0807
H 1.6978 -0.0414 1.0691
```

HOMO level in hartree: -0.3643
Energy relative to the best compared isomer or geometry (same formula, charge and spin) in kcal per mole: 14.9
Largest force on an atom in eV Å⁻¹: 0.47
LUMO level in eV: 0.64
Structure (SMILES): CC(=O)CNC=O
M in g/mol: 101.105

Just the natural (NBO) charges please, in e? Sure, here they are: -0.724, 0.585, -0.326, -0.617, 0.539, -0.590, -0.530, 0.229, 0.245, 0.241, 0.095, 0.210, 0.225, 0.418



No. 8
ORCA calculation (ωB97M-V/def2-TZVPD) on a molecular structure, C17H14BrClLaO2 in a non-equilibrium geometry.

The geometry in XYZ format:
```
36
C17H14BrClLaO2 ωB97M-V/def2-TZVPD
C -0.3582 -1.9697 -1.9418
C 0.1292 -0.7440 -2.5120
C 1.4855 -0.5652 -2.0543
H -0.4179 -0.0805 -3.1889
C 1.8213 -1.6862 -1.2365
C 0.6842 -2.5442 -1.1619
H 0.6380 -3.4983 -0.6343
H -1.3731 -2.3485 -2.0644
H 2.1407 0.2442 -2.3586
H 2.8129 -1.8647 -0.8064
La -0.3013 -0.2701 -0.0150
Br -2.9948 -0.6901 0.4229
C -3.5036 -3.4152 3.1562
C -2.7953 -4.6199 2.8476
C -3.3164 -5.1342 1.6167
H -2.0171 -5.0783 3.4543
C -4.3447 -4.2463 1.1684
C -4.4719 -3.1951 2.1281
H -5.1904 -2.3841 2.0911
H -3.3583 -2.7893 4.0318
H -3.0042 -6.0513 1.1203
H -4.9470 -4.3613 0.2713
Cl 4.7027 6.7835 -0.4255
C 3.5523 5.5166 -0.3802
C 2.3463 5.6239 -1.1006
C 1.4252 4.5725 -1.0700
C 1.6975 3.4505 -0.2917
C 2.9112 3.3114 0.3651
C 3.8423 4.3448 0.3330
C 0.7919 2.3253 -0.1314
O -0.0623 1.9972 -1.0361
O 0.9281 1.5747 0.9188
H 2.1712 6.5297 -1.6682
H 0.4802 4.6121 -1.6221
H 3.1053 2.3982 0.9246
H 4.7908 4.2521 0.8498
```

HOMO level in hartree: -0.0850
Energy relative to the best compared isomer or geometry (same formula, charge and spin) in kcal per mole: 0.0
Largest force on an atom in eV Å⁻¹: 2.92
LUMO level in eV: 1.66
Total charge: -1
M in g/mol: 504.560

Just the natural (NBO) charges please, in e? Sure, here they are: -0.391, -0.400, -0.363, 0.249, -0.352, -0.372, 0.253, 0.269, 0.234, 0.230, 1.976, -0.565, -0.376, -0.379, -0.376, 0.172, -0.366, -0.356, 0.180, 0.174, 0.173, 0.175, 0.018, -0.039, -0.236, -0.148, -0.174, -0.144, -0.236, 0.772, -0.737, -0.799, 0.226, 0.242, 0.245, 0.225